Below is a structure of composition C38H44Cl3CuN4P3, with properties calculated with the ωB97M-V functional and the def2-TZVPD basis.

The geometry in XYZ format:
```
93
Properties=species:S:1:pos:R:3:lowdin_charge:R:1
Cu -0.294 -0.162 0.244 -0.076
N 0.714 1.811 0.477 0.039
C 0.694 2.223 1.848 -0.314
C 0.582 3.568 2.185 -0.036
C 0.552 3.952 3.515 -0.065
C 0.642 2.998 4.521 -0.068
C 0.732 1.655 4.185 -0.087
C 0.745 1.247 2.851 -0.287
P 0.744 -0.499 2.295 1.067
C 2.486 -1.025 2.494 -0.349
C 3.191 -0.823 3.682 -0.073
C 4.503 -1.256 3.798 -0.063
C 5.128 -1.894 2.731 -0.090
C 4.439 -2.093 1.545 -0.108
C 3.122 -1.656 1.430 -0.114
C -0.105 -1.404 3.637 -0.348
C 0.321 -2.680 4.004 -0.083
C -0.381 -3.407 4.958 -0.069
C -1.514 -2.869 5.551 -0.074
C -1.954 -1.605 5.179 -0.071
C -1.259 -0.880 4.221 -0.122
H 1.602 1.403 0.198 0.027
H 0.528 2.582 -0.149 0.098
H 0.528 4.316 1.399 0.117
H 0.465 5.003 3.768 0.112
H 0.628 3.298 5.562 0.110
H 0.755 0.912 4.973 0.106
H 2.719 -0.325 4.520 0.104
H 5.043 -1.096 4.724 0.111
H 6.152 -2.235 2.831 0.111
H 4.921 -2.585 0.707 0.082
H 2.583 -1.797 0.503 0.047
H 1.209 -3.104 3.549 0.106
H -0.037 -4.396 5.239 0.109
H -2.051 -3.432 6.305 0.109
H -2.841 -1.183 5.638 0.111
H -1.609 0.105 3.934 0.094
C -3.656 0.060 1.889 -0.236
P -2.581 0.200 0.427 0.998
C -3.171 -1.235 -0.589 -0.368
N -4.412 -1.633 -0.420 0.138
C -4.889 -2.625 -1.211 -0.202
C -6.216 -3.088 -1.041 -0.007
C -6.698 -4.059 -1.866 -0.058
C -5.887 -4.609 -2.893 -0.058
C -4.607 -4.180 -3.076 -0.008
C -4.081 -3.177 -2.226 -0.200
N -2.795 -2.775 -2.374 0.138
C -2.320 -1.862 -1.561 -0.366
P -0.503 -1.449 -1.681 0.993
C -0.375 -0.953 -3.433 -0.222
C 0.396 -3.097 -1.645 -0.694
C 0.032 -4.099 -2.743 -0.086
C 1.887 -2.733 -1.795 -0.115
C 0.113 -3.725 -0.275 -0.094
C -3.246 1.670 -0.510 -0.705
C -2.920 2.899 0.352 -0.087
C -2.483 1.755 -1.836 -0.101
C -4.746 1.593 -0.779 -0.081
H -4.696 -0.049 1.599 0.038
H -3.522 0.937 2.523 0.047
H -3.349 -0.822 2.450 0.035
H -6.819 -2.650 -0.254 0.119
H -7.713 -4.416 -1.744 0.111
H -6.294 -5.382 -3.534 0.111
H -3.969 -4.590 -3.850 0.118
H -0.977 -1.623 -4.045 0.049
H 0.669 -1.005 -3.743 0.047
H -0.718 0.072 -3.561 0.030
H 0.291 -3.724 -3.736 0.079
H -1.021 -4.356 -2.737 0.058
H 0.613 -5.013 -2.572 0.094
H 2.161 -2.642 -2.849 0.080
H 2.511 -3.522 -1.360 0.095
H 2.142 -1.789 -1.308 0.014
H -0.937 -4.026 -0.196 0.084
H 0.324 -3.039 0.546 0.040
H 0.729 -4.620 -0.143 0.093
H -1.868 2.907 0.659 0.055
H -3.535 2.930 1.255 0.080
H -3.117 3.814 -0.215 0.094
H -1.401 1.698 -1.682 0.052
H -2.709 2.702 -2.334 0.095
H -2.779 0.946 -2.510 0.078
H -5.327 1.581 0.147 0.080
H -5.013 0.710 -1.361 0.073
H -5.051 2.477 -1.351 0.095
Cl 6.370 1.259 -2.413 0.652
C 5.754 0.104 -1.236 -1.622
Cl 6.556 0.319 0.317 0.665
Cl 5.970 -1.543 -1.823 0.646
C 4.311 0.348 -1.050 -0.349
N 3.185 0.523 -0.916 0.220
```

As for the net charge: +1. For the strongest force on any atom, the calculation gives 0.466 eV/A. The energy is -5738.457831 a.u. The HOMO energy comes out at -10.68 eV. Its LUMO energy is -2.8 eV.